{
  "formula": "C4H6N2O4",
  "method": "wB97M-V/def2-TZVPD",
  "elements": ["N", "C", "O", "O", "C", "N", "C", "C", "O", "H", "H", "H", "H", "O", "H", "H"],
  "xyz": [[1.418992, 1.444452, -0.634873], [0.176045, 1.956540, -1.101075], [0.016715, 3.147095, -1.278217], [-0.834065, 1.115407, -0.936787], [-0.564982, -0.451068, -0.073328], [0.001577, -0.217953, 1.074895], [-0.723756, -0.996764, 1.973437], [-1.740745, -1.591385, 1.312254], [-1.629527, -1.239778, -0.011612], [2.216380, 2.052593, -0.783868], [1.311942, 1.021190, 0.309646], [-0.364250, -1.194258, 2.978649], [-2.498336, -2.324068, 1.564164], [0.975605, -1.182895, -1.182372], [1.548945, -0.001613, -1.180395], [0.689453, -1.537496, -2.030517]],
  "atomic_forces_ev_per_a": [[0.88, -2.17, -0.90], [-0.51, 1.31, 2.66], [0.16, -1.26, -1.08], [0.24, -3.25, 0.07], [0.08, 2.94, 1.58], [-0.16, -0.11, -0.61], [0.18, -0.60, -0.33], [0.49, -0.42, 0.83], [-0.02, 0.91, -1.93], [-0.35, 0.13, 0.26], [0.05, 0.51, -0.26], [-0.34, 0.39, -0.19], [0.23, 0.29, -0.16], [0.81, 2.75, 0.45], [-1.90, -1.79, -0.03], [0.16, 0.37, -0.37]],
  "fmax_ev_per_a": 3.34,
  "charge": 0,
  "e_homo_ha": -0.32801
}